Version one
ORCA calculation (the ωB97M-V functional and the def2-TZVPD basis) on a cluster of 2 separate species, H5NO2 in total.

Output
* total charge: 0
* molecular weight: 51.0 g/mol
* structure (SMILES): OO.N
* gap between HOMO and LUMO: 0.3862 Eh

Positions of all 8 atoms, in Å:
H: 0.0509 -0.9149 2.4439
H: -0.0635 -1.6612 1.2351
H: 1.2662 -0.6981 1.4836
H: 0.0791 0.3533 -0.5695
H: -0.7427 1.8158 -2.6691
N: 0.2640 -0.7708 1.4619
O: -0.6550 0.8419 -1.0211
O: -0.1991 1.0340 -2.3649

***

Version two
ORCA calculation (the ωB97M-V functional and the def2-TZVPD basis) on a cluster of 2 separate species, H5NO2 in total.

Output
* total charge: 0
* molecular weight: 51.0 g/mol
* structure (SMILES): NO.O
* gap between HOMO and LUMO: 0.4217 Eh

Positions of all 8 atoms, in Å:
H: 1.4963 0.1583 -0.1119
H: 2.5355 -0.4846 0.6121
H: -0.4233 -0.8852 -0.8707
H: -2.2099 0.1587 0.8664
H: -1.5347 1.1789 -0.2940
N: -1.8131 0.2044 -0.0980
O: 2.4458 0.1678 -0.0882
O: -0.4966 -0.4983 -0.0157

***

Which one sits at the bottom of the stability order? version one does.

***

Version one
ORCA calculation (the ωB97M-V functional and the def2-TZVPD basis) on a structure of composition C3H4I2.

Output
* total charge: 0
* molecular weight: 293.9 g/mol
* gap between HOMO and LUMO (spin up / spin down): 0.2940 / 0.2941 Eh

Positions of all 9 atoms, in Å:
C: -1.1949 -0.5401 -0.5421
C: -0.4122 0.4593 -0.0864
C: 0.9116 0.1391 0.3774
I: 2.4857 1.6544 0.0995
I: 1.6117 -1.8165 0.1728
H: -2.0831 -0.1748 -1.1607
H: -0.8372 -1.4805 -0.8210
H: -0.8330 1.4178 -0.1784
H: 0.3515 0.3412 2.1389

***

Version two
ORCA calculation (the ωB97M-V functional and the def2-TZVPD basis) on a structure of composition C3H4I2.

Output
* total charge: 0
* molecular weight: 293.9 g/mol
* gap between HOMO and LUMO: 0.3262 Eh

Positions of all 9 atoms, in Å:
C: 0.1891 -0.7714 0.5318
C: 0.6219 0.0269 -0.7255
C: -0.5115 0.5105 0.1934
I: -2.4097 0.6953 -0.7798
I: -0.2800 2.1052 1.8143
H: -0.2340 -1.8541 0.2069
H: 0.8503 -0.8158 1.3616
H: 1.6048 0.4635 -0.9811
H: 0.1690 -0.3600 -1.6214

***

Version three
ORCA calculation (the ωB97M-V functional and the def2-TZVPD basis) on a cluster of 2 separate species, C3H4I2 in total.

Output
* total charge: 0
* molecular weight: 293.9 g/mol
* gap between HOMO and LUMO (spin up / spin down): 0.3394 / 0.1519 Eh

Positions of all 9 atoms, in Å:
C: -0.3271 -0.1178 -1.0040
C: -0.0919 -0.1651 0.2905
C: -0.9271 0.6428 1.1459
I: 3.8915 -1.4708 -1.9538
I: -0.6752 0.6806 3.1177
H: 0.1342 -0.7902 -1.6231
H: -1.1430 0.5099 -1.3956
H: 0.7775 -0.5456 0.6896
H: -1.6389 1.2561 0.7328

***

Which one sits at the bottom of the stability order? version one does.

***

Version one
ORCA calculation (the ωB97M-V functional and the def2-TZVPD basis) on a structure of composition C3H9NOSi.

Output
* total charge: 0
* molecular weight: 103.2 g/mol
* gap between HOMO and LUMO (spin up / spin down): 0.2316 / 0.1378 Eh

Positions of all 15 atoms, in Å:
C: -0.7838 -1.0181 -2.7040
C: -0.8760 1.7137 0.1147
C: 1.0911 -0.6872 0.6235
N: -0.7909 -0.4992 -1.4573
O: 0.1224 -0.8888 -3.4968
Si: 0.2912 0.5224 -0.6590
H: -1.7310 -1.5963 -2.9898
H: -1.6476 1.1286 0.4774
H: -0.5337 2.4950 0.8263
H: -1.4782 2.2215 -0.5596
H: 0.3449 -1.8289 0.4357
H: 2.0581 -1.0714 0.4675
H: 1.0923 -0.4749 1.5758
H: -0.2635 -2.5448 0.3705
H: 1.5846 1.3544 -1.0254

***

Version two
ORCA calculation (the ωB97M-V functional and the def2-TZVPD basis) on a cluster of 2 separate species, C3H9NOSi in total.

Output
* total charge: 0
* molecular weight: 103.2 g/mol
* structure (SMILES): [H]/N=[SiH]\OC.C=C
* gap between HOMO and LUMO: 0.3822 Eh

Positions of all 15 atoms, in Å:
C: 2.9868 0.1069 1.6794
C: 2.0856 0.1811 2.6091
C: -2.8993 0.3441 -2.7190
N: 0.4195 -0.1300 -1.1079
O: -2.5126 0.6159 -1.4222
Si: -1.0218 0.2910 -0.6291
H: 3.4461 -0.9517 1.4904
H: 3.4111 0.9743 1.1742
H: 1.8817 -0.7360 3.1981
H: -2.6798 -0.7332 -3.0871
H: -2.2584 0.9617 -3.4439
H: -4.0600 0.5564 -2.8389
H: 1.6243 1.0353 3.0878
H: 0.6393 -0.0842 -2.0550
H: -1.5483 0.6657 0.7047

***

Which one sits at the bottom of the stability order? version one does.

***

Version one
ORCA calculation (the ωB97M-V functional and the def2-TZVPD basis) on a structure of composition C38H42BF2GeOPtS3Si.

Output
* total charge: 0
* <S²>: 0.755
* molecular weight: 955.5 g/mol
* gap between HOMO and LUMO (spin up / spin down): 0.2242 / 0.2361 Eh
* spin multiplicity: 2

Positions of all 90 atoms, in Å:
Pt: 1.3052 -0.0076 -0.3464
C: 1.1801 -2.2076 -4.3320
C: 1.4036 -1.8432 -2.8873
S: 0.6741 -0.3464 -2.3700
C: 2.0940 -2.6019 -2.0127
C: 2.6922 -3.9220 -2.4306
S: 2.3859 -2.0964 -0.3781
H: 0.5498 -1.4678 -4.8252
H: 0.6735 -3.1712 -4.4206
H: 2.1215 -2.2725 -4.8826
H: 3.0699 -3.8752 -3.4529
H: 1.9388 -4.7135 -2.3962
H: 3.5121 -4.2088 -1.7743
C: 0.1325 -1.9380 4.9595
C: 1.0960 -1.1884 4.0528
S: 0.3947 -0.9167 2.4211
O: 1.4272 0.0346 1.7953
C: -1.0185 0.1170 2.8119
C: -0.6898 1.3803 3.5857
H: 0.6477 -2.2452 5.8684
H: -0.2526 -2.8354 4.4728
H: -0.7140 -1.3160 5.2486
H: 2.0015 -1.7638 3.8537
H: 1.3921 -0.2160 4.4472
H: -1.7368 -0.5395 3.3094
H: -1.4312 0.3461 1.8302
H: -0.4140 1.1728 4.6206
H: -1.5690 2.0239 3.6009
H: 0.1199 1.9283 3.1049
F: -0.6109 2.1771 0.5296
B: 0.2185 1.7478 -0.4397
F: 0.2299 2.5591 -1.5060
C: -3.1644 -3.0637 2.1368
C: -2.1198 -3.2070 1.2319
C: -1.9806 -2.3091 0.1819
C: -2.8881 -1.2611 0.0118
C: -3.9247 -1.1199 0.9374
C: -4.0645 -2.0154 1.9897
Ge: -2.6720 -0.0089 -1.4772
C: -4.0505 1.3724 -1.4240
C: -4.0844 2.2847 -0.3669
C: -5.0468 3.2822 -0.3200
C: -5.9835 3.3908 -1.3394
C: -5.9521 2.5005 -2.4030
C: -4.9911 1.4992 -2.4458
C: -2.7086 -0.9652 -3.1771
C: -2.3996 -0.2863 -4.3581
C: -2.3684 -0.9530 -5.5739
C: -2.6293 -2.3163 -5.6253
C: -2.9256 -3.0057 -4.4591
C: -2.9643 -2.3344 -3.2436
H: -3.2785 -3.7676 2.9522
H: -1.4113 -4.0192 1.3409
H: -1.1515 -2.4229 -0.5099
H: -4.6437 -0.3161 0.8243
H: -4.8840 -1.9011 2.6890
H: -3.3400 2.2272 0.4202
H: -5.0603 3.9822 0.5061
H: -6.7323 4.1720 -1.3073
H: -6.6781 2.5847 -3.2020
H: -4.9787 0.8078 -3.2808
H: -2.1741 0.7743 -4.3287
H: -2.1313 -0.4110 -6.4809
H: -2.5970 -2.8396 -6.5725
H: -3.1289 -4.0688 -4.4937
H: -3.2012 -2.8854 -2.3404
C: 2.0774 5.0868 2.5980
C: 1.9225 5.1808 1.2224
C: 2.2489 4.1020 0.4137
C: 2.7294 2.9097 0.9614
C: 2.8851 2.8362 2.3482
C: 2.5635 3.9138 3.1602
Si: 3.1692 1.4612 -0.1460
C: 4.6914 0.6107 0.5452
C: 4.6864 -0.2742 1.6259
C: 5.8631 -0.8393 2.0914
C: 7.0730 -0.5349 1.4815
C: 7.0983 0.3398 0.4071
C: 5.9173 0.9066 -0.0533
H: 1.8285 5.9293 3.2309
H: 1.5498 6.0953 0.7789
H: 2.1208 4.1879 -0.6596
H: 3.2725 1.9284 2.7956
H: 2.6967 3.8425 4.2329
H: 3.5249 2.0036 -1.4741
H: 3.7480 -0.5336 2.0982
H: 5.8371 -1.5287 2.9263
H: 7.9912 -0.9826 1.8399
H: 8.0368 0.5791 -0.0767
H: 5.9535 1.5855 -0.8984

***

Version two
ORCA calculation (the ωB97M-V functional and the def2-TZVPD basis) on a structure of composition C38H42BF2GeOPtS3Si.

Output
* total charge: 0
* <S²>: 0.772
* molecular weight: 955.5 g/mol
* gap between HOMO and LUMO (spin up / spin down): 0.2458 / 0.2394 Eh
* spin multiplicity: 2

Positions of all 90 atoms, in Å:
Pt: -0.5138 1.3469 0.1846
C: -2.4203 -4.5616 0.4884
C: -1.8484 -3.1594 0.4436
S: -2.8833 -1.8558 0.6210
C: -0.4573 -3.0140 0.2707
C: 0.4585 -4.2032 0.2284
S: 0.1601 -1.4085 0.1943
H: -3.5029 -4.5036 0.5489
H: -2.0557 -5.1094 1.3611
H: -2.1490 -5.1381 -0.3988
H: -0.0781 -5.1348 0.3759
H: 1.2232 -4.1175 1.0053
H: 0.9793 -4.2815 -0.7231
C: -0.2761 0.1406 5.7323
C: 0.7928 0.1661 4.6479
S: 0.1570 0.9150 3.1330
O: 1.1784 0.5297 2.0764
C: 0.4179 2.6646 3.4803
C: 1.8651 3.0694 3.6812
H: 0.0599 -0.4646 6.5739
H: -1.2056 -0.2876 5.3561
H: -0.4928 1.1411 6.1092
H: 1.0720 -0.8387 4.3291
H: 1.6938 0.6906 4.9667
H: -0.2255 2.8956 4.3339
H: -0.0046 3.1513 2.5994
H: 2.2595 2.7617 4.6499
H: 1.9460 4.1547 3.6173
H: 2.4844 2.6467 2.8905
F: -0.0268 3.4995 -1.7090
B: -0.0495 3.1573 -0.4095
F: 0.3068 4.1592 0.4142
C: 4.6686 -3.6009 3.1299
C: 4.6558 -3.8724 1.7697
C: 4.0364 -2.9940 0.8890
C: 3.4185 -1.8336 1.3559
C: 3.4373 -1.5739 2.7260
C: 4.0629 -2.4450 3.6060
Ge: 2.5943 -0.6389 0.0606
C: 2.9649 -1.3058 -1.7437
C: 3.8889 -0.6274 -2.5420
C: 4.2234 -1.1041 -3.8040
C: 3.6334 -2.2596 -4.2906
C: 2.7099 -2.9417 -3.5090
C: 2.3795 -2.4582 -2.2527
C: 3.2838 1.1611 0.1045
C: 4.1749 1.5509 1.0998
C: 4.6824 2.8431 1.1102
C: 4.2876 3.7571 0.1416
C: 3.3941 3.3777 -0.8507
C: 2.8958 2.0829 -0.8688
H: 5.1513 -4.2849 3.8162
H: 5.1313 -4.7675 1.3891
H: 4.0498 -3.2161 -0.1715
H: 2.9559 -0.6803 3.0993
H: 4.0789 -2.2219 4.6659
H: 4.3730 0.2704 -2.1784
H: 4.9473 -0.5688 -4.4054
H: 3.8849 -2.6240 -5.2783
H: 2.2419 -3.8440 -3.8822
H: 1.6495 -2.9744 -1.6555
H: 4.4952 0.8429 1.8546
H: 5.3837 3.1375 1.8808
H: 4.6761 4.7671 0.1612
H: 3.0780 4.0865 -1.6048
H: 2.2095 1.7908 -1.6574
C: -3.2453 6.6278 0.4003
C: -3.2827 5.9838 1.6278
C: -3.1268 4.6039 1.6909
C: -2.9244 3.8407 0.5402
C: -2.8964 4.5109 -0.6864
C: -3.0560 5.8860 -0.7598
Si: -2.6651 1.9713 0.6431
C: -3.8965 1.2087 -0.5435
C: -3.5230 0.7752 -1.8159
C: -4.4580 0.2312 -2.6858
C: -5.7823 0.1043 -2.2910
C: -6.1714 0.5310 -1.0282
C: -5.2330 1.0745 -0.1627
H: -3.3641 7.7027 0.3451
H: -3.4396 6.5537 2.5355
H: -3.1679 4.1128 2.6586
H: -2.7442 3.9477 -1.6015
H: -3.0280 6.3828 -1.7217
H: -3.0347 1.7209 2.0651
H: -2.4857 0.8613 -2.1214
H: -4.1508 -0.1011 -3.6698
H: -6.5094 -0.3355 -2.9622
H: -7.2048 0.4383 -0.7185
H: -5.5495 1.4029 0.8222

***

Which one sits at the bottom of the stability order? version two does.